[1]
81
Properties=species:S:1:pos:R:3:lowdin_charge:R:1 method="wB97M-V/def2-TZVPD" total_energy_ev=-70646.2776 relative_energy_kcal_mol=18.2 homo_ev="-6.67 / -6.80" multiplicity=2 orbital_gap_ev="5.838 / 5.310" e_lumo_ev="-0.83 / -1.49"
H -15.20 0.69 9.30 0.07
C -8.11 3.81 8.98 -0.08
H -11.56 1.65 7.78 0.07
C -12.63 2.82 10.53 -0.21
C -9.20 -1.07 13.12 -0.02
H -9.23 4.88 13.42 0.06
H -10.94 6.50 9.65 0.08
C -10.90 0.80 7.92 -0.06
H -8.17 -1.24 12.73 0.14
C -10.31 0.79 9.34 -0.37
H -10.18 6.38 13.57 0.10
O -13.39 -0.98 15.63 0.13
C -13.83 2.45 11.05 -0.20
H -10.06 0.89 7.23 0.08
N -14.00 1.95 12.30 -0.07
C -10.55 6.73 10.65 -0.07
H -14.90 4.66 15.15 0.09
H -9.58 7.21 10.50 0.06
C -15.27 1.34 12.57 -0.17
H -8.84 -0.48 10.45 0.07
O -8.17 2.01 12.94 0.11
C -16.78 -0.50 12.21 -0.04
C -12.75 -0.15 14.78 -0.40
H -9.65 -3.19 13.00 0.12
C -8.61 4.73 9.88 -0.05
H -15.35 3.92 12.96 0.11
C -15.16 -0.39 9.53 -0.05
H -11.83 -2.92 14.24 0.13
C -10.30 3.14 10.47 -0.12
H -11.48 -0.10 7.66 0.08
H -13.88 -2.59 10.52 0.08
H -8.61 6.29 12.60 0.08
H -14.72 2.48 10.42 0.12
H -14.43 -2.54 12.21 0.07
H -14.70 2.90 15.37 0.06
H -17.79 3.98 12.54 0.09
C -8.64 2.55 8.84 -0.05
N -11.16 0.24 13.15 -0.04
H -12.67 3.03 9.45 0.13
C -9.55 5.77 12.86 -0.05
H -16.16 -0.77 9.38 0.07
H -14.47 -0.85 8.79 0.08
C -15.43 3.69 15.11 -0.05
C -9.27 1.64 13.27 -0.45
H -11.29 7.45 11.10 0.09
N -11.49 2.81 11.25 -0.07
C -14.63 -0.66 10.98 -0.35
C -16.23 2.04 13.33 -0.12
C -9.28 -0.36 9.44 -0.05
H -8.19 1.83 8.18 0.10
H -9.82 -1.28 9.14 0.09
C -11.26 -2.06 13.87 0.01
H -17.08 5.37 13.38 0.08
H -7.29 4.14 8.27 0.12
H -13.96 -0.42 16.19 0.14
H -17.05 -1.50 11.75 0.12
H -16.23 3.60 15.85 0.08
C -17.32 4.31 13.48 -0.07
C -17.47 1.41 13.53 -0.04
H -11.33 5.13 11.89 0.11
O -12.94 1.14 14.84 -0.07
H -8.47 -0.23 8.70 0.08
H -15.60 -2.68 10.92 0.07
C -9.78 0.20 13.16 -0.14
C -10.01 -2.19 13.28 -0.07
C -11.81 -0.76 13.89 -0.18
H -13.57 -0.37 11.01 0.12
C -15.51 0.06 11.98 -0.13
C -10.34 5.47 11.57 -0.36
O -10.25 2.54 13.69 -0.18
H -8.06 5.68 10.00 0.12
C -9.71 4.43 10.68 -0.14
C -9.71 2.17 9.62 -0.13
H -18.70 -0.26 13.01 0.09
H -18.26 1.96 14.04 0.10
C -17.72 0.16 12.98 -0.08
Ti -12.00 2.00 13.07 1.24
C -14.65 -2.20 11.20 -0.08
H -11.08 0.65 10.06 0.10
C -16.01 3.52 13.69 -0.36
H -18.04 4.11 14.28 0.07

=====

[2]
24
Properties=species:S:1:pos:R:3:lowdin_charge:R:1 method="wB97M-V/def2-TZVPD" total_energy_ev=-85125.5835 relative_energy_kcal_mol=0.0 homo_ev=-9.87 orbital_gap_ev=10.660 e_lumo_ev=0.79
H 0.48 -0.48 0.15 0.09
Br 3.85 0.43 -0.96 0.65
H -2.63 -2.29 -1.06 0.10
C 2.75 -1.23 1.09 -0.15
C 2.53 0.19 0.49 -0.68
C -0.82 1.91 0.48 -0.55
H 1.14 0.64 -1.09 0.10
H -2.68 -1.40 -2.73 0.11
C -2.18 -0.03 0.59 -0.10
H 3.28 -1.17 2.05 0.08
O -1.04 2.80 -0.26 0.16
N 0.53 1.58 0.78 0.07
C -2.20 -0.01 -1.01 -0.24
C 1.06 0.44 0.00 -0.23
H 1.05 2.39 0.46 0.13
C -2.71 -1.36 -1.64 0.01
O -1.25 -0.86 -1.63 -0.15
O -1.90 1.29 1.07 0.00
H 1.78 -1.73 1.27 0.07
H 2.76 0.93 1.28 0.08
H 3.36 -1.87 0.43 0.05
H -3.21 -0.29 0.85 0.13
H -2.50 0.92 -1.51 0.15
H -1.43 -0.79 0.87 0.12

=====

[3]
20
Properties=species:S:1:pos:R:3:lowdin_charge:R:1 method="wB97M-V/def2-TZVPD" total_energy_ev=-10848.9594 relative_energy_kcal_mol=92.0 homo_ev=-20.26 orbital_gap_ev=9.285 e_lumo_ev=-10.97 total_charge=+2
H 2.82 0.23 1.23 0.17
C -2.26 -1.23 -1.05 0.07
C 2.19 0.00 0.33 -0.07
N 0.28 0.90 1.46 0.22
C -0.98 0.97 1.76 0.02
H 2.25 1.99 -0.47 0.11
H -1.91 -1.29 -2.14 0.16
N 0.73 0.09 0.54 -0.05
H -1.32 1.56 2.63 0.17
H 1.94 0.73 -1.87 0.09
H 3.43 0.88 -1.31 0.06
H -3.27 -0.70 -1.05 0.14
C -0.09 -0.64 -0.19 0.07
H 2.39 -1.06 0.16 0.13
H -2.44 -2.14 -0.50 0.12
N -1.42 -0.53 -0.01 -0.02
C -1.91 0.13 1.10 0.12
H 0.36 -1.11 -1.02 0.18
H -3.25 0.21 1.32 0.30
C 2.46 0.99 -0.92 0.00

=====

[4]
118
Properties=species:S:1:pos:R:3:lowdin_charge:R:1 method="wB97M-V/def2-TZVPD" total_energy_ev=-67639.4882 relative_energy_kcal_mol=4.7 homo_ev=-9.93 orbital_gap_ev=6.627 e_lumo_ev=-3.30 total_charge=+1
H 0.41 3.80 1.40 0.11
H -4.57 -0.87 0.55 0.08
O -1.86 -0.46 -0.98 -0.13
C -4.15 2.49 1.50 -0.03
H 1.96 -2.94 -1.13 0.17
C -2.89 -0.94 2.68 -0.08
C -1.16 -3.44 -3.71 -0.03
H 2.31 -2.67 2.95 0.06
C -2.45 -0.73 -6.01 -0.23
O -0.65 -2.61 3.10 0.11
H 3.72 -1.44 4.57 0.10
H 3.30 1.58 4.76 0.13
C 1.33 4.27 1.06 -0.37
C 2.99 2.21 -2.36 -0.02
H 1.91 -0.63 -3.03 0.07
H 3.41 1.76 -3.25 0.11
H -5.44 1.20 3.56 0.08
C -0.19 -2.76 2.00 -0.43
H 6.14 -0.93 4.43 0.12
H 5.81 0.79 4.46 0.12
H 3.19 -3.76 1.87 0.08
C 4.22 0.86 2.19 -0.12
C -3.04 1.25 -2.83 -0.01
H -2.32 -3.70 0.75 0.07
H 2.18 0.42 -4.44 0.08
C -2.22 2.71 0.45 -0.31
C 3.77 3.06 -1.59 -0.06
Ir -0.53 0.38 0.43 1.45
C -1.92 -4.70 0.53 -0.06
C 2.58 -3.71 2.78 -0.07
H -1.00 -4.09 -4.56 0.09
C 1.34 -4.60 2.68 -0.16
C -1.11 3.08 -0.29 -0.09
O 0.96 -0.74 -0.55 -0.08
C 0.76 1.22 -2.98 -0.37
H -2.18 1.70 -2.34 0.06
N 0.82 0.89 1.76 0.09
H 2.54 3.39 2.66 0.05
H -3.34 -1.81 3.15 0.10
C 0.20 2.24 -3.98 -0.03
C -2.07 -1.08 -3.27 -0.11
C 1.07 -4.20 0.27 -0.40
C 1.15 2.54 -0.86 -0.16
N -0.17 2.18 -0.45 -0.09
H -2.10 -0.57 3.33 0.09
H 4.80 3.26 -1.87 0.11
H 1.62 -5.63 2.46 0.13
C -3.43 3.37 0.73 -0.01
H -3.71 4.35 0.39 0.11
C 3.03 0.58 4.40 -0.12
H 4.58 1.87 2.41 0.13
H 3.21 -4.03 3.61 0.08
C 1.43 0.06 -3.73 -0.05
H -0.47 -6.10 1.31 0.13
H 1.76 4.91 3.07 0.09
H -2.53 -1.44 -8.04 0.08
H -2.43 -1.27 1.75 0.03
H 6.20 0.04 2.12 0.12
H -0.20 -3.32 -3.20 0.08
C 0.34 -4.14 1.60 -0.30
H -2.75 -5.39 0.54 0.09
C -2.63 0.13 -3.75 -0.18
H -5.14 2.65 1.89 0.11
H -0.48 1.76 -4.69 0.07
H -1.51 -4.69 -0.49 0.07
C -4.59 0.54 3.71 -0.04
H -3.56 2.02 -3.40 0.09
C 3.22 3.69 -0.49 -0.04
H -1.83 -3.96 -3.02 0.08
H 2.05 0.33 4.78 0.13
H 1.92 6.20 0.28 0.09
C -5.02 -0.51 1.48 -0.03
H 4.19 -0.39 5.91 0.12
C -2.64 -0.51 -7.48 -0.03
N 2.96 0.63 2.93 -0.06
C -0.86 -5.11 1.55 -0.16
C 1.82 0.77 2.32 -0.17
H 0.80 -4.59 3.63 0.13
H -3.86 1.06 4.35 0.09
H 0.34 5.69 -0.28 0.07
H -1.68 -2.36 -1.57 0.12
H -1.89 0.19 -7.86 0.09
C -1.73 -2.12 -4.17 -0.19
H 1.02 2.70 -4.54 0.09
H -4.94 -0.34 4.25 0.09
H -1.63 -2.69 -6.22 0.12
H -1.00 4.07 -0.72 0.14
C 4.08 -0.44 4.83 -0.17
C 5.25 -0.18 2.62 -0.17
H -3.27 1.18 -5.48 0.13
H -3.62 -0.08 -7.69 0.09
C 1.91 3.45 -0.09 -0.13
C -1.84 -1.31 -1.87 -0.13
H 3.82 4.40 0.07 0.11
C 5.41 -0.18 4.13 -0.19
C -3.39 1.31 1.68 -0.22
H -5.80 0.21 1.23 0.09
H -0.08 0.80 -2.42 0.08
C 1.01 5.69 0.58 -0.05
H 4.00 0.80 1.12 0.13
N -2.20 1.46 1.06 -0.01
H 3.18 4.91 2.04 0.08
H -1.29 -5.14 2.55 0.13
C 2.26 4.37 2.27 -0.06
C 0.75 -1.82 0.08 -0.54
C -1.91 -1.91 -5.52 0.01
H 4.93 -1.17 2.28 0.12
H 0.68 -0.49 -4.30 0.07
O 1.43 -5.22 -0.26 0.14
C -2.82 0.27 -5.11 0.00
N -0.12 -1.72 1.07 0.08
H 0.54 6.26 1.38 0.09
C -3.94 0.11 2.39 -0.54
H -0.34 3.04 -3.47 0.08
N 1.37 -2.96 -0.30 0.24
H -5.49 -1.36 1.99 0.09
C 1.67 1.95 -2.02 -0.14
H -3.70 0.89 -2.04 0.10

=====

[5]
56
Properties=species:S:1:pos:R:3:lowdin_charge:R:1 method="wB97M-V/def2-TZVPD" total_energy_ev=-40430.1136 relative_energy_kcal_mol=136.5 homo_ev="-8.65 / -8.65" orbital_gap_ev="3.963 / 3.962" e_lumo_ev="-4.69 / -4.69" total_charge=+1
H -2.57 -2.13 0.03 0.10
H -1.44 -3.99 -5.71 0.14
H -0.49 2.19 -1.96 0.05
H -3.99 1.69 -4.23 0.11
C -1.94 -1.20 0.11 -0.06
H 4.52 0.50 -6.31 0.11
H 2.86 0.12 0.40 0.09
H -2.64 2.18 -0.33 0.08
C 1.88 -2.36 -6.03 -0.10
H 4.84 -1.61 -7.58 0.11
C -2.01 1.11 -6.95 -0.08
C 3.95 -1.48 -6.95 -0.07
C -0.96 0.42 -6.34 -0.10
H -2.88 -3.93 -5.40 0.19
H -0.26 -2.38 1.80 0.14
H 1.42 -3.63 -0.36 0.14
C -2.10 0.63 -4.19 -0.12
H -1.18 -3.12 -4.46 0.08
C -1.60 2.16 0.01 -0.18
O -0.55 -1.52 -0.08 -0.34
H -3.94 2.09 -6.69 0.10
H -1.99 1.31 -8.02 0.11
H 1.15 -3.16 -5.95 0.08
H 3.16 -3.43 -7.42 0.10
H -2.10 -0.76 1.12 0.11
H -2.25 -0.51 -0.64 0.06
C -0.97 0.18 -4.93 -0.37
C 0.72 2.15 -0.04 -0.20
H 0.96 2.13 2.17 0.07
C -3.11 1.57 -6.20 -0.08
C -0.46 2.16 -0.89 -0.18
C 1.73 -1.16 -5.31 -0.38
C -3.13 1.33 -4.83 -0.08
C 1.35 -2.85 0.44 -0.15
H -0.72 -3.51 0.50 0.13
C 2.68 -0.13 -5.42 -0.16
O 2.00 -1.67 -0.08 -0.34
H -2.33 -2.37 -5.66 0.10
H 3.32 -1.27 1.46 0.11
C -2.00 -3.26 -5.12 0.05
C 0.30 2.13 1.32 -0.18
C -1.12 2.13 1.35 -0.16
H 1.89 -3.20 1.33 0.14
H 1.67 -0.45 1.61 0.10
H -1.74 2.12 2.23 0.08
Si 0.60 -0.35 -4.05 0.52
H 2.55 0.80 -4.85 0.08
H 1.73 2.18 -0.42 0.06
C 3.01 -2.52 -6.86 -0.07
In 0.91 -0.82 -1.86 0.89
H -0.11 0.12 -6.93 0.09
H -2.57 -3.45 -4.06 0.24
C -0.12 -2.62 0.73 -0.18
C 2.49 -0.75 0.94 -0.03
C 3.80 -0.29 -6.24 -0.07
H -2.13 0.47 -3.12 0.07

=====

[6]
23
Properties=species:S:1:pos:R:3:lowdin_charge:R:1 method="wB97M-V/def2-TZVPD" total_energy_ev=-19797.6565 relative_energy_kcal_mol=52.2 homo_ev="0.97 / -4.85" multiplicity=2 orbital_gap_ev="2.197 / 8.077" e_lumo_ev="3.17 / 3.23" total_charge=-1
H -1.59 -1.97 -0.05 0.10
H -1.45 2.13 0.47 0.07
H 0.01 -3.03 1.38 0.05
C 0.35 -1.99 1.54 -0.12
C -0.45 1.93 0.91 -0.52
H 2.05 -1.12 -1.88 -0.03
C 0.10 1.94 -1.90 -0.46
H 0.63 2.59 -2.44 -0.06
H 1.42 -2.29 1.49 0.04
H 0.85 0.49 2.08 0.12
H -0.56 2.92 1.45 0.07
S 0.88 1.97 -0.29 0.62
H -0.97 2.23 -1.87 0.04
H 1.07 -1.84 -2.83 -0.08
H 0.21 -1.74 2.59 0.04
O 1.13 -1.20 -2.20 -0.33
H 0.06 0.88 -2.39 0.05
C -0.18 0.55 1.55 -0.28
H -0.98 0.23 2.18 0.08
H 0.78 -0.63 -0.20 0.06
H -2.04 -0.37 -0.02 0.02
C -0.07 -0.74 0.59 -0.49
N -1.26 -0.94 -0.17 0.01

=====

[7]
18
Properties=species:S:1:pos:R:3:lowdin_charge:R:1 method="wB97M-V/def2-TZVPD" total_energy_ev=-20978.4144 relative_energy_kcal_mol=19.5 homo_ev="-7.53 / -8.39" multiplicity=2 orbital_gap_ev="7.242 / 6.622" e_lumo_ev="-0.29 / -1.77"
O -1.63 3.80 -0.71 0.02
C -1.33 1.84 0.94 -0.32
Mg -1.38 -1.05 1.44 0.93
O -3.26 2.25 -0.73 0.04
H 2.06 -2.77 0.71 0.10
C 0.39 0.73 -0.50 -0.12
O -0.61 0.73 0.53 -0.24
C -2.24 2.80 -0.38 -0.61
H 1.54 -3.02 -1.00 0.10
C 1.29 -0.46 -0.27 -0.19
H 1.99 -0.26 0.55 0.14
O -1.72 1.74 2.08 0.03
C 1.20 -2.81 0.03 -0.08
H 0.51 -3.60 0.35 0.09
H 1.86 -0.65 -1.20 0.14
O 0.49 -1.58 0.05 -0.35
H -0.14 0.64 -1.46 0.15
H 0.96 1.66 -0.43 0.15

=====

[8]
16
Properties=species:S:1:pos:R:3:lowdin_charge:R:1 method="wB97M-V/def2-TZVPD" total_energy_ev=-9879.0743 relative_energy_kcal_mol=22.7 homo_ev=-9.85 orbital_gap_ev=10.624 e_lumo_ev=0.77
C -0.30 0.36 0.68 -0.43
H 0.34 1.15 0.29 0.13
C -0.28 -0.81 -0.29 -0.15
H 1.06 0.30 -3.22 0.13
C 1.00 0.10 -2.14 -0.37
N -0.16 -0.40 -1.68 0.03
H -1.22 -1.36 -0.22 0.13
H 1.30 0.16 2.08 0.08
H -0.18 0.77 2.73 0.08
C 0.23 0.01 2.06 -0.04
H -0.84 -0.75 -2.33 0.13
O 1.96 0.36 -1.43 0.02
H 0.53 -1.49 -0.03 0.13
H -1.72 1.70 0.31 0.09
H -0.07 -0.97 2.42 0.08
O -1.64 0.87 0.78 -0.04

=====

[9]
25
Properties=species:S:1:pos:R:3:lowdin_charge:R:1 method="wB97M-V/def2-TZVPD" total_energy_ev=-15027.0589 relative_energy_kcal_mol=0.3 homo_ev=-13.30 orbital_gap_ev=9.234 e_lumo_ev=-4.07 total_charge=+1
H -3.25 0.30 0.13 0.17
H -2.57 -1.51 2.08 0.08
C 0.44 -0.32 -0.83 -0.14
N 0.13 0.36 0.32 0.03
C -0.59 -0.94 -1.69 0.01
H 4.06 1.95 0.41 0.12
C 1.29 0.92 0.88 0.05
H 4.43 0.23 0.47 0.06
H -2.52 -1.63 -1.74 0.08
C -1.85 -1.01 -1.30 0.04
H -1.23 0.65 1.83 0.17
C 2.30 0.64 0.02 -0.24
H -3.09 -2.35 0.61 0.08
H -1.42 -2.20 0.97 0.12
H -0.11 -1.35 -2.61 0.14
H 4.00 1.00 -1.16 0.12
N 1.78 -0.11 -1.02 0.18
H 1.34 1.41 1.84 0.15
C -2.41 -1.66 1.04 -0.07
N -1.76 3.10 0.14 0.21
H 2.41 -0.61 -1.67 0.20
C 3.80 0.93 -0.02 0.00
C -1.53 2.02 0.39 -0.18
C -1.29 0.62 0.73 -0.18
C -2.37 -0.43 0.18 -0.20

=====

[10]
11
Properties=species:S:1:pos:R:3:lowdin_charge:R:1 method="wB97M-V/def2-TZVPD" total_energy_ev=-7761.2423 relative_energy_kcal_mol=121.9 homo_ev=-9.71 orbital_gap_ev=9.457 e_lumo_ev=-0.25
H 1.54 -1.02 -0.20 0.08
C 1.27 -0.58 0.76 -0.07
H 1.59 -1.26 1.56 0.07
C -0.21 -0.32 0.83 -0.24
C -0.70 1.67 -1.51 0.14
H -0.59 0.12 1.76 0.12
C -1.01 -0.22 -0.34 -0.43
O -1.37 0.52 -1.43 -0.03
H -1.12 2.09 -2.45 0.02
N -1.21 -1.34 0.15 0.25
H 1.81 0.36 0.87 0.08

=====

[11]
14
Properties=species:S:1:pos:R:3:lowdin_charge:R:1 method="wB97M-V/def2-TZVPD" total_energy_ev=-11673.0217 relative_energy_kcal_mol=128.8 homo_ev="-7.65 / -7.65" orbital_gap_ev="5.990 / 5.988" e_lumo_ev="-1.66 / -1.66"
N -1.26 1.92 -2.04 0.07
C -0.11 1.36 -1.99 -0.22
C 1.23 0.20 -0.41 -0.11
N 1.28 -0.65 0.56 0.03
H -2.66 2.36 -0.55 0.07
H 0.36 -2.68 1.21 0.10
H 0.67 1.02 -2.62 0.10
H 2.18 0.39 -0.94 0.15
N 0.25 1.07 -0.68 -0.15
C -0.76 1.43 0.20 -0.10
N 0.60 -0.71 1.62 0.02
C -1.68 1.92 -0.67 -0.20
N 0.34 -1.97 1.90 0.08
H -0.42 -2.12 2.66 0.17

=====

[12]
54
Properties=species:S:1:pos:R:3:lowdin_charge:R:1 method="wB97M-V/def2-TZVPD" total_energy_ev=-52924.9000 relative_energy_kcal_mol=71.2 homo_ev="-10.36 / -10.36" orbital_gap_ev="5.879 / 5.886" e_lumo_ev="-4.48 / -4.47" total_charge=+1
O 2.73 1.41 -1.46 -0.03
Ir 0.82 0.31 -0.34 1.21
H -2.55 1.51 2.74 0.10
N 4.59 1.13 0.89 0.10
H -1.05 5.00 -0.41 0.11
C -2.24 2.27 2.05 0.00
C -0.12 -3.65 0.96 0.01
H 5.38 1.10 -4.15 0.10
C -3.59 -2.44 4.42 -0.05
N 1.52 -0.18 -2.44 0.07
C -1.39 1.91 1.00 -0.18
C -2.64 3.58 2.21 -0.06
C 0.40 3.46 -1.78 -0.05
H -0.04 -2.41 -4.12 0.13
N -0.98 0.60 0.80 -0.07
C 4.67 1.41 -3.38 0.02
C 2.57 0.66 -2.43 -0.53
C -2.48 -4.45 3.70 -0.02
H -0.22 -1.89 -2.46 0.09
C -1.37 4.22 0.27 -0.01
C -0.42 -2.28 0.69 -0.34
C 1.22 -0.95 -3.48 -0.34
H 4.47 2.47 -3.47 0.11
C -2.21 4.55 1.31 -0.06
O -0.15 2.48 -0.93 -0.19
C -1.27 -1.57 1.62 -0.15
C 3.62 0.57 1.16 -0.85
C -3.40 -3.82 4.52 -0.06
H 0.60 -4.12 0.31 0.12
H 1.01 2.93 -2.50 0.08
H -3.30 3.85 3.02 0.11
C -2.89 -1.71 3.49 -0.01
H 1.02 4.16 -1.22 0.12
H -3.04 -0.64 3.40 0.10
C -1.96 -2.32 2.64 -0.09
C -0.78 -4.34 1.92 0.03
H -0.39 4.01 -2.31 0.11
H -4.30 -1.95 5.07 0.11
C 3.12 -0.04 -4.61 -0.01
C 2.01 -0.82 -4.67 0.03
H 1.74 -1.36 -5.56 0.12
N 3.44 0.65 -3.50 -0.03
H -0.57 -5.39 2.07 0.13
C -1.75 -3.72 2.76 -0.16
S 2.27 -0.28 1.59 0.65
N -1.45 -0.27 1.62 0.11
C -0.96 2.91 0.09 -0.21
H 3.79 0.05 -5.45 0.15
O 0.04 -1.73 -0.36 -0.17
H 5.10 1.23 -2.39 0.11
H -3.97 -4.38 5.23 0.11
H -2.32 -5.51 3.79 0.12
N 0.21 -1.79 -3.37 0.21
H -2.53 5.58 1.43 0.11